# 1
Computed, not measured: a molecular structure, C30H24Cl2ErO2P in a non-equilibrium geometry, with the ωB97M-V functional and the def2-TZVPD basis.

XYZ file:
```
60
Properties=species:S:1:pos:R:3:forces:R:3
C -0.93106 -2.14447 2.57239 0.480 -0.919 0.014
C -0.80952 -2.46487 1.18823 0.845 -0.159 0.946
C 0.58317 -2.60086 0.88786 -0.013 0.081 1.168
H -1.62254 -2.67546 0.50909 -0.025 0.225 0.012
C 1.32588 -2.35265 2.09029 -0.900 -0.641 -0.182
C 0.39060 -2.06333 3.14359 -0.311 -0.820 -0.810
H 0.63233 -1.84996 4.18105 -0.062 -0.077 -0.172
H -1.86273 -2.07128 3.12506 0.257 0.237 -0.185
H 1.00230 -2.90307 -0.06647 -0.020 0.274 0.142
H 2.40456 -2.37832 2.18375 -0.199 0.072 -0.036
Er 0.25915 -0.12327 1.72909 -0.111 0.740 -2.079
Cl 2.59038 0.47353 1.11302 0.452 0.230 -0.032
P 0.17791 -0.18484 -2.05460 -0.034 0.000 4.219
C 1.42750 -1.29147 -2.66129 0.119 -0.350 -0.774
C 1.12406 -2.08210 -3.77920 0.598 0.124 0.153
H 0.11653 -2.05265 -4.20220 0.412 -0.021 0.009
C 2.12827 -2.87043 -4.33402 0.049 -0.150 0.086
H 1.89684 -3.46266 -5.22192 0.230 0.099 0.275
C 3.40469 -2.88796 -3.75829 -0.164 0.098 -0.034
H 4.18461 -3.49764 -4.21260 -0.156 0.131 0.128
C 3.68690 -2.13272 -2.61006 -0.082 -0.243 -0.288
H 4.68323 -2.16006 -2.16427 -0.319 -0.037 -0.130
C 2.69557 -1.34657 -2.04041 -0.541 0.156 -0.284
H 2.87550 -0.76954 -1.12912 -0.028 -0.127 -0.342
C -1.46771 -0.68855 -2.51280 -0.485 0.120 -0.502
C -1.87009 -2.03196 -2.33917 -0.057 0.502 -0.328
H -1.16661 -2.77122 -1.94407 -0.205 0.251 -0.222
C -3.16198 -2.40196 -2.70108 -0.102 0.262 -0.020
H -3.47043 -3.44626 -2.60704 0.042 0.372 -0.014
C -4.05597 -1.43782 -3.19083 0.132 0.137 -0.020
H -5.06205 -1.73269 -3.48847 0.258 0.052 0.074
C -3.67193 -0.09271 -3.29505 -0.093 -0.269 0.225
H -4.36863 0.66087 -3.66916 0.131 -0.306 0.159
C -2.38883 0.29622 -2.92118 0.181 -0.637 -0.185
H -2.07354 1.34216 -2.96693 -0.141 -0.364 -0.130
C 0.53085 1.51471 -2.46332 0.230 0.055 -0.899
C 1.09923 1.70405 -3.73326 -0.318 0.681 0.325
H 1.35325 0.82973 -4.34292 -0.137 0.448 0.136
C 1.30284 3.00412 -4.18621 0.159 -0.028 0.046
H 1.71234 3.14600 -5.18824 -0.097 0.179 0.328
C 0.98335 4.08844 -3.35930 -0.017 -0.282 -0.129
H 1.14213 5.09833 -3.73436 -0.056 -0.186 0.165
C 0.47380 3.88521 -2.07053 0.058 0.095 -0.114
H 0.23996 4.74319 -1.43781 0.134 -0.250 -0.169
C 0.25923 2.59485 -1.59525 0.130 -0.512 -0.709
H -0.10393 2.41264 -0.57910 0.065 0.086 -0.389
Cl -0.38704 2.65530 9.19454 -0.014 0.101 0.625
C -0.51295 2.31716 7.52695 -0.040 -0.137 -1.457
C -1.76727 2.02813 6.96135 0.266 -0.050 0.053
C -1.86254 1.73712 5.60110 0.480 0.315 0.575
C -0.70607 1.82635 4.83717 -0.231 -0.440 -0.360
C 0.54786 2.09953 5.37445 -0.109 0.247 0.336
C 0.64885 2.34823 6.73511 -0.393 -0.086 0.179
C -0.75166 1.47674 3.40622 -0.110 -0.125 -1.027
O -1.56743 0.58519 2.94866 0.861 1.278 0.601
O 0.16604 1.95566 2.64511 -0.768 -0.578 0.460
H -2.65080 2.01969 7.58961 0.128 -0.022 0.010
H -2.79593 1.45540 5.11985 0.141 0.108 0.201
H 1.42434 2.10752 4.72082 -0.350 0.078 0.278
H 1.61516 2.56333 7.17617 -0.149 -0.021 0.096
```
Forces are in eV/Å.

Output
2S+1: 4
Orbital gap (alpha / beta) in eV: 7.70 / 7.72
HOMO (alpha / beta) in eV: -7.560 / -7.564
E_tot in Ha: -3585.00252


# 2
Computed, not measured: a molecular structure, C30H24Cl3F3GeIrN8O2S2 in a non-equilibrium geometry, with the ωB97M-V functional and the def2-TZVPD basis.

XYZ file:
```
74
Properties=species:S:1:pos:R:3:forces:R:3
Ir -0.37205 0.20012 0.29720 0.209 -0.907 -0.733
C 7.78817 -11.93858 -1.08148 -0.003 0.015 0.007
O 6.90906 -11.28328 -1.98237 -0.006 0.001 0.002
C 6.32152 -10.13892 -1.57499 0.004 -0.002 -0.002
C 5.46180 -9.53418 -2.49638 0.011 -0.012 0.003
C 4.81576 -8.36420 -2.17612 -0.004 0.013 0.005
C 5.00676 -7.76146 -0.92817 -0.001 -0.002 0.004
C 5.86166 -8.37067 -0.02015 0.002 -0.001 0.002
C 6.52127 -9.55199 -0.32946 -0.003 -0.002 -0.006
C 4.30123 -6.51524 -0.62889 0.013 -0.003 0.002
N 3.46713 -5.90583 -1.43991 -0.009 0.012 0.017
C 3.04720 -4.79676 -0.75152 0.015 -0.011 0.007
C 3.63219 -4.72849 0.48014 -0.084 0.038 -0.029
N 4.43987 -5.83584 0.55660 0.009 -0.004 -0.008
C 3.38789 -3.64037 1.35924 -0.023 -0.029 -0.030
C 4.04581 -3.48240 2.58460 0.056 0.013 0.090
C 3.80666 -2.37273 3.35120 -0.001 -0.047 -0.009
C 2.87828 -1.44818 2.87297 -0.291 -0.022 -0.294
N 2.21998 -1.59941 1.74070 -0.074 0.379 -0.050
C 2.45595 -2.65049 0.95451 0.019 -0.091 0.115
C 1.79048 -2.71487 -0.35248 -0.103 -0.102 0.086
N 0.89785 -1.75305 -0.78289 0.114 0.284 0.251
C 0.55673 -1.81411 -2.06403 0.026 0.051 -0.198
C 0.90905 -2.81388 -2.96864 0.002 -0.009 0.044
C 1.68274 -3.84262 -2.52520 0.010 0.050 0.055
C 2.15173 -3.77938 -1.20768 -0.051 -0.053 -0.070
H 8.14022 -12.82486 -1.59963 0.005 -0.002 0.005
H 7.26741 -12.23361 -0.16767 -0.003 -0.009 -0.005
H 8.63936 -11.30220 -0.82895 0.004 -0.003 -0.007
H 5.32347 -10.00971 -3.45783 -0.008 0.009 -0.003
H 4.15051 -7.89184 -2.88548 0.002 -0.008 -0.006
H 6.03725 -7.93977 0.95870 0.000 -0.002 0.001
H 7.17964 -9.99953 0.39960 -0.001 0.005 0.005
H 5.03113 -6.10648 1.32135 -0.005 0.003 0.006
H 4.75554 -4.23256 2.91148 0.003 0.013 0.011
H 4.31006 -2.21444 4.29405 0.010 0.018 -0.005
H 2.62799 -0.54463 3.40714 0.129 0.074 0.300
H -0.03234 -0.99612 -2.43893 0.002 0.028 0.048
H 0.55112 -2.74466 -3.98608 0.019 -0.013 -0.008
H 1.98754 -4.67402 -3.14630 -0.017 -0.003 -0.008
F -1.45028 1.00833 5.28043 -0.013 -0.007 0.006
C -0.86677 2.16690 4.92711 -0.009 -0.012 -0.019
F 0.44965 2.02838 5.13649 0.017 -0.002 -0.001
F -1.31539 3.11275 5.76003 0.004 0.008 0.006
C -1.17070 2.51188 3.49439 -0.013 0.103 0.004
C -1.83275 3.67283 3.15176 0.025 -0.069 -0.003
C -2.08998 3.93373 1.81360 -0.113 0.047 -0.128
C -1.72901 3.01753 0.84732 0.004 0.328 0.201
N -1.09867 1.88479 1.17960 0.121 -0.157 0.522
C -0.77744 1.64848 2.47813 0.003 0.038 0.040
S 0.15773 0.20381 2.55250 0.297 -0.122 -0.143
H -2.13617 4.37121 3.91944 -0.006 -0.002 0.002
H -2.59116 4.83966 1.50712 0.011 0.005 0.005
H -1.94686 3.26181 -0.17904 0.187 -0.298 -0.026
O -0.93253 0.41994 -1.71652 -0.334 0.290 0.351
Cl -3.06350 0.92020 -4.09420 0.170 -0.238 0.030
Ge -2.17702 1.47364 -2.23395 -0.224 0.145 -0.797
Cl -1.30000 3.38017 -2.63904 -0.187 0.105 0.212
Cl -3.89767 1.48056 -0.93286 0.103 0.169 -0.002
C -4.02650 -1.65806 4.43301 -0.011 0.000 0.001
C -4.64290 -0.86680 3.27774 0.010 -0.009 -0.037
C -3.81780 -0.98845 2.03678 0.019 0.029 0.001
N -2.73105 -0.34174 1.84914 -0.048 -0.018 -0.033
N -2.11426 -0.67490 0.66681 0.040 0.018 0.203
C -2.78251 -1.54815 -0.06460 -0.053 -0.046 -0.002
N -2.42727 -1.98919 -1.27526 0.032 0.022 -0.038
S -4.20826 -2.08190 0.73765 -0.002 0.030 -0.009
H -4.63386 -1.54659 5.32966 0.002 0.000 0.001
H -3.02208 -1.29416 4.64619 0.002 -0.004 0.002
H -3.96592 -2.72048 4.19446 0.001 0.000 0.001
H -4.69554 0.19378 3.52652 -0.001 -0.004 0.015
H -5.65942 -1.20456 3.07204 -0.004 0.006 0.010
H -1.76134 -1.41267 -1.77722 -0.030 0.027 0.008
H -3.10930 -2.48406 -1.82510 0.022 -0.052 0.024
```
Forces are in eV/Å.

Output
2S+1: 1
Orbital gap in eV: 5.89
ΔE to the lowest compared entry with this formula, charge and spin in eV: 3.860
HOMO in eV: -9.771
Total charge: +1
E_tot in Ha: -6403.96882


# 3
Computed, not measured: a molecular structure, C30H25AsMoN2O11S2 in a non-equilibrium geometry, with the ωB97M-V functional and the def2-TZVPD basis.

XYZ file:
```
72
Properties=species:S:1:pos:R:3:forces:R:3
Mo 1.21838 0.97134 0.32849 0.943 -0.729 -0.360
C -2.69549 -3.20624 -3.79484 0.018 0.022 0.010
C -1.85755 -3.43772 -2.52858 -0.006 -0.031 -0.012
C -0.37959 -3.35261 -2.90713 -0.008 0.010 -0.005
C -2.14444 -4.84078 -1.97430 0.000 0.028 0.002
C -2.23880 -2.39143 -1.48525 -0.052 -0.044 0.015
C -3.57468 -2.33436 -1.03266 0.077 0.043 0.019
C -3.99835 -1.41499 -0.10025 0.007 0.007 -0.001
C -3.05657 -0.51509 0.39209 -0.067 0.057 0.067
S -3.26631 0.73092 1.59846 0.113 -0.243 -0.132
C -1.60414 1.12323 1.44788 -0.318 0.412 0.071
N -0.95677 0.43785 0.54663 0.446 0.721 0.098
C -1.74032 -0.54211 -0.05985 0.013 -0.217 0.041
C -1.31691 -1.49127 -0.98923 -0.083 -0.026 -0.020
C -0.88650 2.10936 2.23895 -0.026 0.140 -0.076
C -1.47929 2.88011 3.23109 0.054 0.055 0.022
C -0.69523 3.77458 3.94315 -0.053 -0.018 0.001
C 0.65840 3.88676 3.66016 0.041 0.029 -0.029
C 1.24969 3.10456 2.67137 -0.047 0.065 -0.080
C 0.47916 2.20922 1.94566 -0.403 -0.385 0.324
H -2.40514 -3.92291 -4.56563 -0.011 -0.001 -0.003
H -2.53467 -2.19842 -4.18157 0.012 -0.006 -0.007
H -3.76260 -3.33262 -3.60481 -0.002 0.002 -0.001
H -0.16033 -4.11621 -3.65550 0.017 0.003 0.005
H 0.27155 -3.52911 -2.04835 -0.007 -0.010 -0.002
H -0.12319 -2.37944 -3.32662 -0.005 -0.006 -0.002
H -1.84188 -5.59481 -2.70345 -0.010 -0.007 0.003
H -3.20512 -4.98666 -1.76323 0.001 -0.002 0.005
H -1.58821 -5.01467 -1.05120 0.013 -0.006 -0.011
H -4.29555 -3.03849 -1.42658 -0.009 -0.001 0.007
H -5.02386 -1.39410 0.24350 -0.002 -0.011 -0.014
H -0.29116 -1.48524 -1.32385 -0.119 0.018 -0.021
H -2.53583 2.78452 3.45350 0.001 -0.009 -0.009
H -1.13834 4.37970 4.72260 0.004 -0.005 0.001
H 1.26810 4.58048 4.22488 0.004 -0.006 -0.005
H 2.31178 3.19562 2.48193 0.006 -0.010 0.032
O -1.27665 3.53168 -2.58059 0.099 0.358 0.309
As -0.23465 2.15536 -2.39793 0.364 -1.133 -0.003
O -1.07656 0.77372 -2.58395 0.010 0.899 0.297
O 0.56754 2.34074 -0.80795 -1.159 -0.088 -0.849
C 1.28605 2.50943 -3.49976 0.020 0.075 -0.131
C 1.26581 3.64635 -4.29315 -0.060 0.013 -0.070
C 2.35440 3.95451 -5.10131 0.035 -0.047 0.027
C 3.46956 3.13576 -5.09667 -0.030 0.015 0.020
C 3.50721 2.00698 -4.28526 -0.080 0.022 -0.067
C 2.41807 1.68282 -3.49651 -0.116 -0.045 -0.097
S 2.58345 0.24639 -2.44125 0.604 0.562 0.129
O 1.37795 -0.52598 -2.49056 -0.055 0.175 -0.167
O 3.81461 -0.38671 -2.78703 0.040 0.036 0.057
O 2.70845 0.97962 -1.09438 0.331 -0.014 -0.004
H -2.15207 3.29551 -2.23441 0.140 0.006 -0.185
H 0.39791 4.29239 -4.28526 -0.007 -0.011 -0.013
H 2.32278 4.83529 -5.72814 0.010 0.008 0.006
H 4.32171 3.36961 -5.72076 -0.002 0.018 0.003
H 4.37709 1.36670 -4.25589 -0.006 -0.019 -0.020
O 3.93187 0.70787 3.41104 -0.378 -0.090 -0.094
C 2.88372 0.45977 2.87465 0.368 0.227 -0.248
O 2.67617 0.87110 1.59952 -0.095 0.212 0.472
C 1.80013 -0.31705 3.59818 0.051 0.116 -0.055
C 0.55733 -0.62339 3.05604 0.340 0.054 0.220
C -0.41673 -1.29261 3.77938 0.148 -0.077 0.154
C -0.14100 -1.68455 5.07970 0.008 0.044 -0.035
C 1.10335 -1.37884 5.60681 0.032 -0.043 0.132
C 2.08174 -0.70395 4.90480 -0.083 -0.004 -0.066
N 1.39429 -1.79223 6.99996 0.023 -0.004 0.017
O 2.48586 -1.51225 7.45194 -0.180 -0.058 -0.035
O 0.51889 -2.38517 7.60196 0.145 0.088 -0.061
H 0.35782 -0.32768 2.04804 -0.270 -0.457 0.445
H -1.37669 -1.51871 3.33305 0.016 0.009 -0.023
H -0.85999 -2.21487 5.68598 0.001 0.003 -0.001
H 3.03642 -0.47601 5.35418 -0.001 -0.003 -0.001
O 1.27393 -0.67062 0.18807 -0.809 -0.687 0.005
```
Forces are in eV/Å.

Output
2S+1: 1
Orbital gap in eV: 7.23
ΔE to the lowest compared entry with this formula, charge and spin in eV: 0.625
HOMO in eV: -9.107
E_tot in Ha: -5195.68763


# 4
Computed, not measured: a molecular structure, C30H25AuNO6PS4 in a non-equilibrium geometry, with the ωB97M-V functional and the def2-TZVPD basis.

XYZ file:
```
68
Properties=species:S:1:pos:R:3:forces:R:3
Au 1.55105 0.93435 -1.49115 -1.183 -0.031 -0.572
O 2.61065 -1.31995 -0.49295 1.224 -0.291 -0.314
S 3.95565 -0.70995 -0.83245 0.096 -1.264 0.488
O 4.95915 -1.69825 -1.08855 0.197 0.124 0.042
O 3.79425 0.31035 -1.85445 0.067 0.439 -0.154
C 4.30485 0.10065 0.71685 -0.407 -0.242 -0.363
C 5.57875 0.39495 1.14485 0.189 0.001 -0.037
C 5.75265 0.97355 2.39365 -0.073 -0.075 -0.226
C 4.64915 1.23285 3.19245 0.005 0.029 0.045
C 3.37015 0.93675 2.75145 -0.078 -0.089 -0.163
C 3.18955 0.36665 1.49235 0.036 0.174 0.160
P 1.55725 -0.05095 0.81765 -0.396 1.043 0.091
C 1.10375 -1.65655 1.54625 -0.260 -0.016 -0.388
C 2.09265 -2.47865 2.08015 -0.004 0.178 -0.041
C 1.76265 -3.72855 2.56825 0.079 0.023 0.121
C 0.45035 -4.17085 2.53075 -0.044 -0.055 -0.060
C -0.53355 -3.36595 1.98345 -0.133 -0.065 0.021
C -0.20595 -2.11835 1.48415 0.171 0.162 -0.029
C 0.50785 1.16925 1.75705 0.224 -0.364 -0.383
C 0.82135 2.50725 1.52465 -0.011 -0.024 0.112
C 0.07825 3.51715 2.10565 0.009 0.043 -0.020
C -1.00125 3.20275 2.91415 -0.030 -0.024 0.056
C -1.30335 1.87475 3.16945 -0.118 0.023 0.032
C -0.55985 0.85905 2.59055 0.098 -0.081 0.117
H 6.40535 0.14885 0.49915 0.226 0.017 -0.012
H 6.74495 1.21515 2.73955 0.106 0.019 0.055
H 4.78855 1.67525 4.16725 -0.015 0.019 0.096
H 2.51545 1.13085 3.38185 -0.044 0.084 0.043
H 3.12065 -2.14325 2.08295 0.027 -0.061 0.038
H 2.53575 -4.36445 2.97425 0.053 -0.029 0.022
H 0.20365 -5.15385 2.90225 -0.046 -0.073 0.059
H -1.55685 -3.70995 1.93405 -0.063 -0.059 -0.005
H -0.95575 -1.49975 1.01385 -0.032 -0.088 0.165
H 1.65715 2.75695 0.89005 0.019 0.058 0.020
H 0.33865 4.54745 1.91195 -0.007 0.065 -0.039
H -1.60285 3.98775 3.35035 -0.007 0.044 0.053
H -2.11955 1.62525 3.83075 -0.112 -0.030 0.064
H -0.78515 -0.16835 2.83285 -0.069 -0.038 0.022
N -0.27715 0.08985 -2.30025 1.118 0.159 0.452
S -1.30855 -0.83315 -1.52195 -1.154 0.480 -0.768
C -2.17935 -1.68755 -2.88215 0.353 -0.021 0.247
C -3.42665 -2.24965 -2.67105 0.037 0.006 0.097
C -4.05855 -2.89165 -3.72155 -0.002 0.001 0.086
C -3.43895 -2.97805 -4.95865 0.081 0.011 -0.065
C -2.18245 -2.42615 -5.15145 -0.136 -0.051 0.009
C -1.54235 -1.78205 -4.10585 0.167 0.107 0.123
C -2.73025 0.19685 -1.02675 0.396 -0.256 0.211
C -3.23115 1.13865 -1.90765 0.059 0.038 -0.097
C -4.27975 1.95085 -1.51375 0.087 -0.013 -0.114
C -4.82085 1.81545 -0.24475 -0.003 -0.027 0.036
C -4.31575 0.86875 0.62895 -0.132 0.043 0.047
C -3.26925 0.05045 0.23995 0.184 -0.102 -0.069
H -0.69945 0.78255 -2.90585 -0.030 0.128 -0.089
H -3.89555 -2.17795 -1.70125 -0.144 0.018 0.063
H -5.03825 -3.31775 -3.57245 -0.091 -0.068 0.014
H -3.93325 -3.48335 -5.77325 -0.075 -0.038 -0.093
H -1.69905 -2.49245 -6.11375 0.050 -0.022 -0.077
H -0.55915 -1.35235 -4.22695 0.066 0.030 -0.052
H -2.80605 1.23535 -2.89565 0.001 0.089 -0.134
H -4.67055 2.69385 -2.19375 0.006 0.015 -0.045
H -5.63975 2.45005 0.05835 -0.045 0.060 0.052
H -4.73065 0.77055 1.61935 -0.055 -0.032 0.115
H -2.88355 -0.69415 0.91815 0.067 -0.049 0.131
O 0.22335 3.17145 -1.32675 -0.163 0.547 0.541
S 1.55375 3.58915 -1.76415 -1.226 0.543 -1.577
O 2.61045 2.96755 -0.94065 0.554 -0.468 0.576
O 1.72045 4.98265 -2.02685 0.301 0.225 0.142
S 1.73215 2.48175 -3.53305 0.035 -0.900 1.124
```
Forces are in eV/Å.

Output
2S+1: 1
Orbital gap (alpha / beta) in eV: 6.04 / 6.00
ΔE to the lowest compared entry with this formula, charge and spin in eV: 1.310
HOMO (alpha / beta) in eV: -8.335 / -8.239
E_tot in Ha: -3734.07675